{"formula": "C10H18NS2", "method": "ωB97M-V/def2-TZVPD", "symbols": ["C", "C", "C", "C", "C", "C", "C", "C", "C", "C", "N", "S", "S", "H", "H", "H", "H", "H", "H", "H", "H", "H", "H", "H", "H", "H", "H", "H", "H", "H", "H"], "positions_angstrom": [[-1.377, 1.304, -0.789], [-0.384, 1.605, 0.382], [-0.337, -1.556, -0.772], [2.038, -0.973, -1.120], [1.044, -1.393, -0.030], [-2.418, 0.336, -0.411], [1.049, 0.994, 0.355], [1.423, -2.714, 0.634], [-3.814, 0.722, -0.158], [1.979, 1.950, 1.099], [1.204, -0.328, 0.923], [-1.970, -1.248, -0.011], [1.671, 0.793, -1.382], [-1.839, 2.238, -1.105], [-0.751, 0.956, -1.626], [-0.261, 2.687, 0.395], [-0.839, 1.329, 1.336], [-0.333, -0.960, -1.682], [-0.418, -2.609, -1.048], [3.062, -1.069, -0.760], [1.927, -1.495, -2.068], [1.559, -3.496, -0.108], [0.652, -3.022, 1.335], [2.356, -2.591, 1.178], [-3.988, 0.815, 0.918], [-4.507, -0.040, -0.512], [-4.055, 1.683, -0.611], [2.977, 1.522, 1.148], [1.624, 2.108, 2.115], [2.033, 2.905, 0.585], [0.694, -0.455, 1.788]], "atomic_forces_ev_per_a": [[0.020, 0.367, -0.245], [-0.004, 0.017, 0.009], [0.113, 0.096, 0.005], [0.013, 0.305, -0.018], [0.041, -0.288, -0.056], [1.434, -1.134, 0.778], [0.375, 0.304, -0.378], [0.059, 0.229, -0.114], [-0.439, 0.119, -0.094], [-0.058, -0.047, -0.095], [-0.719, -0.007, -0.020], [-0.223, 0.583, -0.383], [0.125, -0.076, 0.208], [-0.089, -0.080, -0.002], [-0.192, -0.073, 0.045], [-0.071, -0.009, 0.001], [0.030, 0.101, 0.057], [-0.058, -0.068, -0.038], [-0.167, 0.045, -0.083], [-0.076, -0.152, 0.017], [-0.049, -0.123, -0.013], [-0.063, -0.140, -0.073], [-0.092, -0.109, 0.120], [0.049, 0.007, 0.036], [0.106, 0.007, 0.086], [-0.033, -0.029, -0.002], [0.083, -0.062, -0.032], [0.005, -0.030, -0.022], [-0.085, 0.081, 0.191], [0.002, 0.175, 0.030], [-0.040, -0.010, 0.086]], "orbital_gap_ev": 6.82, "charge": 1, "lumo_energy_ev": -5.367, "e_above_lowest_kj_mol": 0.0, "homo_energy_ev": -12.2}

{"formula": "C10H18O", "method": "ωB97M-V/def2-TZVPD", "symbols": ["C", "C", "C", "C", "H", "H", "C", "C", "C", "C", "O", "H", "H", "H", "H", "C", "H", "H", "H", "H", "H", "H", "C", "H", "H", "H", "H", "H", "H"], "positions_angstrom": [[-3.203, -1.455, 0.173], [-3.146, 0.030, -0.025], [-2.125, 0.943, 0.219], [-0.850, 0.427, 0.656], [-0.906, -0.626, 1.135], [-0.532, 1.167, 1.348], [-0.082, 0.110, -0.371], [1.379, -0.117, -0.234], [2.293, 0.812, -0.072], [3.808, 0.475, 0.424], [4.470, 0.093, -0.565], [3.944, -0.792, -0.980], [4.308, 1.278, 0.525], [3.818, -0.003, 1.387], [2.101, 1.797, -0.347], [1.538, -1.631, 0.286], [0.775, -2.178, 0.717], [1.692, -2.192, -0.700], [2.589, -1.674, 0.714], [0.000, 1.202, -1.009], [-0.466, -0.560, -1.246], [-2.544, 2.011, 0.260], [-4.631, 0.687, -0.426], [-4.662, 1.704, -0.419], [-5.408, 0.486, -0.009], [-4.814, 0.153, -1.450], [-4.105, -2.001, 0.646], [-2.314, -1.644, 0.545], [-3.378, -1.936, -0.795]], "atomic_forces_ev_per_a": [[-4.634, 0.506, -2.479], [-3.358, 3.781, 0.911], [-6.024, -1.854, -0.360], [-3.769, -1.450, 6.423], [-0.750, 1.759, 0.782], [1.407, 0.249, 0.774], [6.091, 3.466, -12.310], [-1.552, -3.394, 3.596], [2.607, -1.632, 1.505], [-8.645, 0.242, 3.077], [2.280, -9.001, -8.710], [2.501, 3.318, 1.232], [2.399, 7.021, 2.471], [-0.067, -1.244, 0.446], [-0.373, 1.639, -0.496], [4.912, 1.890, -4.123], [-1.576, -0.343, 1.569], [-0.216, 0.409, 0.983], [-1.582, -0.538, 0.320], [-0.458, -2.362, 0.854], [0.005, 0.762, 2.015], [1.604, -1.497, -0.252], [10.508, -2.547, -6.649], [0.711, 3.063, -0.839], [-8.583, -3.503, 6.188], [0.306, 1.681, 1.138], [1.390, 1.762, 0.373], [4.011, -2.248, 1.973], [0.856, 0.067, -0.413]], "orbital_gap_ev": 9.54, "lumo_energy_ev": 0.802, "e_above_lowest_kj_mol": 846.5, "homo_energy_ev": -8.7}

{"formula": "C10H18O2Si", "method": "ωB97M-V/def2-TZVPD", "symbols": ["C", "C", "C", "C", "C", "C", "C", "C", "C", "C", "O", "O", "Si", "H", "H", "H", "H", "H", "H", "H", "H", "H", "H", "H", "H", "H", "H", "H", "H", "H", "H"], "positions_angstrom": [[0.854, 0.605, 1.452], [0.325, 0.306, 0.305], [1.273, -0.547, -0.516], [2.398, -0.725, 0.236], [2.167, -0.090, 1.628], [3.738, -1.356, -0.140], [-1.076, 3.009, -0.827], [0.806, -1.129, -1.830], [-3.703, -0.926, 0.750], [-1.457, 1.904, 0.170], [-0.869, 0.605, -0.224], [-1.294, -2.421, 0.341], [-2.152, -1.345, -0.304], [0.519, 1.310, 2.182], [3.087, 0.311, 2.107], [1.924, -0.925, 2.208], [3.650, -1.738, -1.121], [3.887, -2.317, 0.578], [4.661, -0.719, 0.111], [-1.271, 2.712, -1.944], [-1.816, 3.781, -0.633], [-0.012, 3.316, -0.921], [0.702, -2.190, -1.646], [1.620, -1.084, -2.550], [-0.069, -0.700, -2.049], [-4.606, -1.152, 0.183], [-3.742, -1.677, 1.641], [-3.812, 0.070, 1.264], [-2.511, 1.786, 0.104], [-1.128, 2.261, 1.172], [-2.092, -0.933, -1.726]], "atomic_forces_ev_per_a": [[1.368, 1.549, 2.298], [1.872, -1.841, -1.882], [0.015, 0.229, 1.199], [0.181, 0.958, -0.070], [0.891, 0.031, -2.246], [-0.126, -1.296, 3.680], [-0.148, -1.145, -2.665], [4.474, -1.719, 2.091], [0.074, -0.518, 1.591], [1.897, 0.537, -0.749], [-1.992, 1.151, 0.318], [0.528, -0.207, -0.339], [-0.707, 0.559, 1.179], [-0.488, 0.027, 0.379], [-0.871, 0.531, -0.469], [-0.339, -1.660, 1.328], [0.552, -0.202, -1.187], [-0.285, 1.971, -1.618], [-1.523, -0.680, -0.828], [-0.065, 0.083, 2.047], [0.509, 0.692, 0.038], [-0.745, 0.052, 0.963], [-0.562, -0.323, -0.049], [-0.313, 0.508, -0.520], [-2.997, 1.509, -1.628], [-0.141, 0.310, -0.127], [0.466, 1.110, -1.669], [0.203, -0.758, -0.905], [-0.843, -0.337, 0.264], [-0.363, -0.888, -0.522], [-0.522, -0.232, 0.101]], "orbital_gap_ev": 8.68, "lumo_energy_ev": 0.710, "e_above_lowest_kj_mol": 106.8, "homo_energy_ev": -8.0}

{"formula": "C10H18P2", "method": "ωB97M-V/def2-TZVPD", "symbols": ["C", "C", "C", "C", "C", "C", "C", "C", "C", "C", "P", "P", "H", "H", "H", "H", "H", "H", "H", "H", "H", "H", "H", "H", "H", "H", "H", "H", "H", "H"], "positions_angstrom": [[-0.837, 1.118, -1.561], [1.522, 1.310, -0.519], [-0.536, 2.430, -1.357], [0.912, 2.513, -0.768], [-1.204, 3.699, -1.698], [1.282, 3.761, -0.267], [-2.436, -2.733, 0.967], [2.056, -3.351, 2.182], [-1.495, -1.904, -0.076], [1.647, -3.008, 0.788], [0.537, -0.002, -1.173], [-0.141, -0.998, 0.651], [-1.648, 0.813, -2.133], [2.388, 1.189, 0.058], [-1.099, 4.271, -0.726], [-2.329, 3.595, -1.934], [-0.752, 4.348, -2.503], [2.344, 3.944, -0.268], [0.945, 3.809, 0.754], [0.869, 4.565, -0.887], [-3.369, -3.129, 0.596], [-1.950, -3.569, 1.467], [-2.662, -1.966, 1.670], [2.665, -4.175, 2.138], [2.340, -2.595, 2.881], [1.013, -3.720, 2.652], [-2.196, -1.211, -0.587], [-1.355, -2.591, -0.923], [1.204, -3.913, 0.527], [2.283, -2.499, 0.045]], "atomic_forces_ev_per_a": [[1.192, 1.114, 0.724], [-2.138, 1.590, -0.982], [3.402, -2.031, -0.179], [-2.496, -3.774, -0.724], [-1.965, 1.236, 0.551], [1.536, 3.207, 0.277], [1.586, 1.166, -0.687], [-4.734, 1.339, 1.209], [-3.384, -2.376, -0.957], [-0.519, 3.364, -0.037], [-0.139, -0.386, -0.848], [1.955, -1.682, 1.134], [-1.548, -0.611, -0.687], [1.209, -0.070, 0.482], [-0.627, -0.100, -1.228], [1.811, 0.011, 0.376], [-0.179, -0.967, 0.759], [0.570, -0.110, 0.174], [-0.297, 0.599, 0.514], [0.038, 0.083, 0.522], [-0.146, 0.173, -0.729], [0.429, 0.170, -0.026], [-0.479, 0.223, 1.108], [1.838, -1.987, 0.265], [0.785, 0.612, 0.070], [2.314, 0.455, -0.706], [0.307, 0.221, 0.619], [0.969, 0.097, 0.232], [-1.226, -0.962, -1.816], [-0.063, -0.600, 0.591]], "orbital_gap_ev": [7.56, 7.56], "lumo_energy_ev": [0.190, 0.193], "e_above_lowest_kj_mol": 120.9, "homo_energy_ev": [-7.4, -7.4]}